1.
Entry from OMol25: a cluster of 19 separate species, C74H197N11O30 in total at a distorted geometry (ωB97M-V with the def2-TZVPD basis set).

Summary:
- energy relative to the best compared isomer or geometry (same formula, charge and spin) (eV) = 1.489
- calculated total energy (Ha) = -5796.44536
- HOMO (eV) = -8.046
- Kohn-Sham gap (eV) = 8.6

Atoms and positions in Å:
C: 1.50661 0.61921 4.10772
O: 0.70555 -0.38675 3.51342
H: 1.29390 0.64466 5.20669
H: 2.59367 0.34212 4.02813
H: 1.32287 1.62464 3.63998
H: -0.07364 -0.49052 4.10587
C: 0.88710 -5.45455 4.12838
O: 0.13260 -4.24499 3.99844
H: 1.42780 -5.37210 5.03487
H: 0.24222 -6.35599 4.18106
H: 1.48494 -5.50599 3.23883
H: -0.37249 -4.20971 3.15177
C: -2.05045 -2.12443 2.67588
O: -1.43753 -3.13711 1.94916
H: -1.87940 -1.12409 2.21480
H: -3.13262 -2.29190 2.80723
H: -1.62996 -2.11751 3.74410
H: -0.49179 -2.97412 1.74778
C: 5.29602 -5.69921 1.78874
O: 5.84464 -5.23377 0.53274
H: 5.37813 -4.83450 2.42139
H: 4.23173 -5.98476 1.74804
H: 5.93059 -6.49718 2.11739
H: 5.89727 -5.92476 -0.17108
C: 2.45608 -3.74723 -4.62117
O: 2.90083 -3.11789 -3.45649
H: 3.23108 -3.79905 -5.39019
H: 2.01609 -4.74620 -4.48779
H: 1.62227 -3.17186 -5.10337
H: 3.86206 -3.20056 -3.35317
C: -2.85771 -2.41171 -0.90725
O: -2.28038 -3.68211 -0.73004
H: -2.17229 -1.70365 -0.50353
H: -2.84704 -2.12745 -1.95491
H: -3.87948 -2.30370 -0.55761
H: -2.06165 -3.73446 0.19626
C: -2.49662 2.84094 -4.96974
O: -2.07562 3.84190 -4.02623
H: -2.36921 3.20011 -6.03365
H: -1.79820 1.97491 -4.78037
H: -3.54571 2.51722 -4.81578
H: -2.62973 4.59808 -4.13859
C: -5.82692 -1.60060 -3.55186
O: -4.96687 -0.48223 -3.84699
H: -6.43667 -1.37918 -2.65410
H: -6.55403 -1.72914 -4.35700
H: -5.20197 -2.49450 -3.44013
H: -4.56024 -0.84416 -4.67760
C: -3.73278 1.98206 3.26272
O: -3.16040 1.42616 4.39832
C: -2.02092 2.12298 4.81615
C: -1.53076 1.37073 6.04768
N: -1.37679 -0.01208 5.74927
C: -0.91117 -0.77535 6.88985
C: -0.81348 -2.23155 6.68413
O: -2.11016 -2.83878 6.96591
C: -2.06828 -4.21717 6.83884
H: -4.60238 1.34809 2.94740
H: -3.01786 1.96848 2.41748
H: -4.09158 3.03483 3.38724
H: -2.30201 3.16395 4.96904
H: -1.29878 2.14976 3.96345
H: -2.23827 1.60934 6.85316
H: -0.59626 1.87985 6.33565
H: -2.22658 -0.42185 5.41189
H: -1.60268 -0.65696 7.74131
H: 0.05106 -0.43743 7.11623
H: -0.03210 -2.64669 7.32255
H: -0.55765 -2.45456 5.60981
H: -1.28635 -4.63188 7.42550
H: -1.68083 -4.51858 5.84820
H: -3.03588 -4.58706 7.12115
C: 0.50670 5.28133 0.47013
O: -0.33167 5.93783 1.47688
C: -0.96665 4.92960 2.25373
C: -2.04328 5.66994 3.09513
N: -1.44462 6.80651 3.79848
C: -2.33345 7.58869 4.59708
C: -1.78488 8.96021 5.00366
O: -2.71439 9.70199 5.86593
C: -3.70942 10.43091 5.13861
H: -0.05540 5.14790 -0.43256
H: 0.87632 4.33300 0.79896
H: 1.33449 5.84798 0.05086
H: -0.27448 4.40163 2.81573
H: -1.57683 4.30371 1.62782
H: -2.54784 4.99098 3.78013
H: -2.82838 5.97262 2.39079
H: -0.96087 7.32422 3.09040
H: -2.51567 7.05551 5.56818
H: -3.29553 7.68374 4.09920
H: -1.61586 9.49946 4.09087
H: -0.84042 8.95889 5.54237
H: -4.31313 9.73111 4.48664
H: -3.31226 11.27116 4.53974
H: -4.44548 10.80443 5.84128
C: -7.37129 9.80680 1.28790
O: -6.17329 9.23942 0.76565
C: -5.20643 8.96645 1.77265
C: -4.06441 8.31509 1.06440
N: -4.35051 7.03125 0.45665
C: -3.21278 6.57347 -0.31290
C: -3.40365 5.27963 -1.01932
O: -4.26165 5.57894 -2.12914
C: -4.99874 4.36832 -2.47510
H: -8.09918 9.96594 0.46792
H: -7.08958 10.73638 1.82433
H: -7.79942 9.12030 2.01366
H: -5.65672 8.39778 2.61948
H: -4.90130 9.93953 2.15083
H: -3.11774 8.20407 1.67189
H: -3.81118 9.11210 0.26074
H: -5.19636 7.10354 -0.10026
H: -2.30356 6.49478 0.32108
H: -3.09355 7.27416 -1.14439
H: -3.84489 4.51756 -0.41703
H: -2.45765 4.84629 -1.35548
H: -4.34915 3.63635 -3.00796
H: -5.79097 4.57809 -3.19025
H: -5.45619 3.93581 -1.59815
C: 1.25078 -10.56488 -5.42631
O: 0.88555 -9.17483 -5.40503
C: -0.49431 -9.02373 -5.43261
C: -0.91321 -7.66440 -4.91762
N: -0.39147 -7.56949 -3.53559
C: -0.50055 -6.25523 -2.95583
C: 0.04748 -6.25163 -1.54329
O: 1.43961 -6.53966 -1.57170
C: 2.02851 -6.47436 -0.31130
H: 2.32120 -10.57401 -5.49265
H: 0.80587 -11.19970 -6.32573
H: 0.93751 -11.03274 -4.48458
H: -0.96329 -9.75507 -4.81878
H: -0.87431 -9.16409 -6.43547
H: -2.04220 -7.67626 -4.84183
H: -0.55845 -6.83378 -5.54424
H: 0.58335 -7.82206 -3.49278
H: -1.55057 -5.98250 -2.97927
H: 0.02420 -5.55625 -3.65899
H: -0.54623 -7.03014 -0.96589
H: -0.13135 -5.23211 -1.15219
H: 3.12721 -6.57061 -0.30756
H: 1.58141 -7.18636 0.34359
H: 1.85094 -5.51328 0.25294
C: -4.93583 -0.46440 -8.58058
O: -4.08421 -1.36653 -7.93625
C: -4.85108 -2.28759 -7.16665
C: -3.90132 -3.12682 -6.41432
N: -3.16371 -2.28405 -5.45609
C: -2.15955 -3.00253 -4.67062
C: -1.19521 -1.98682 -4.07700
O: -0.45279 -1.40161 -5.15617
C: 0.46277 -0.43286 -4.80326
H: -4.37161 0.21469 -9.18119
H: -5.53141 0.12750 -7.86662
H: -5.67384 -1.00140 -9.23088
H: -5.48523 -2.89532 -7.86144
H: -5.54791 -1.73161 -6.51954
H: -3.25763 -3.66327 -7.11045
H: -4.40172 -3.90982 -5.89214
H: -2.64509 -1.63043 -6.02615
H: -1.50858 -3.67865 -5.25379
H: -2.62647 -3.61472 -3.87064
H: -0.55927 -2.50245 -3.35792
H: -1.73429 -1.17276 -3.60874
H: 0.84146 0.00788 -5.75119
H: 1.36204 -0.84073 -4.28085
H: -0.02216 0.35973 -4.21081
C: -5.49255 0.51695 -0.13366
O: -6.38604 0.82038 0.92567
C: -7.03470 2.04000 0.82131
C: -8.15306 2.01612 1.86564
N: -9.09624 1.01926 1.51755
C: -10.28525 1.00073 2.33998
C: -11.02423 -0.30188 2.11569
O: -10.21912 -1.38777 2.55120
C: -10.79999 -2.64268 2.23353
H: -4.53842 1.03509 0.00907
H: -5.83108 0.81717 -1.10402
H: -5.26185 -0.53895 -0.12571
H: -7.44166 2.21108 -0.14575
H: -6.37746 2.87308 1.13015
H: -8.65981 2.98730 1.91040
H: -7.64022 1.72826 2.83665
H: -8.57193 0.14662 1.63119
H: -10.94364 1.81171 2.03847
H: -10.12373 1.12053 3.45174
H: -11.26599 -0.48770 1.04893
H: -11.96406 -0.33866 2.75582
H: -11.86843 -2.47705 2.04431
H: -10.59794 -3.29672 3.05452
H: -10.41163 -2.99718 1.24136
C: -1.81941 1.51572 -1.30502
O: -1.74560 1.32741 0.12501
C: -0.46943 1.17254 0.64770
C: 0.22537 -0.23790 0.41014
N: 0.63098 -0.55734 -0.89976
C: 1.75274 -1.48401 -0.96139
C: 1.41660 -2.89914 -0.57097
O: 1.18455 -3.06732 0.82383
C: 2.36220 -2.86060 1.59932
H: -1.46645 0.59078 -1.68591
H: -1.11745 2.29620 -1.67072
H: -2.80525 1.74650 -1.53263
H: -0.45119 1.10421 1.74607
H: 0.17576 1.98777 0.26538
H: -0.51918 -0.94835 0.78071
H: 1.03382 -0.32928 1.15274
H: 0.88315 0.31934 -1.36530
H: 2.51231 -1.16291 -0.25875
H: 2.07958 -1.50634 -2.02442
H: 2.22583 -3.51647 -0.88539
H: 0.50566 -3.29372 -1.08734
H: 2.22063 -3.41596 2.50442
H: 2.40294 -1.77919 1.87307
H: 3.23710 -3.17928 1.02461
C: 5.19869 -7.90939 -2.24394
O: 5.53901 -6.62980 -1.86398
C: 5.27804 -5.66382 -2.84587
C: 5.83876 -4.32894 -2.38604
N: 5.73867 -3.23290 -3.37160
C: 6.33318 -1.96597 -3.02557
C: 5.30126 -1.06668 -2.33165
O: 4.82237 -1.48454 -1.08049
C: 5.81411 -1.48722 -0.05913
H: 4.10396 -7.96949 -2.58817
H: 5.40476 -8.56594 -1.39304
H: 5.81300 -8.25176 -3.11259
H: 4.19423 -5.61183 -2.90105
H: 5.69003 -6.04688 -3.79185
H: 6.92750 -4.31371 -2.13336
H: 5.43037 -4.08571 -1.43558
H: 6.14790 -3.53584 -4.21780
H: 6.58301 -1.46347 -3.95191
H: 7.29118 -2.09848 -2.45202
H: 4.39009 -0.98310 -2.93461
H: 5.71689 -0.07724 -2.15718
H: 6.21667 -2.49915 0.04544
H: 5.25097 -1.32759 0.83956
H: 6.60525 -0.74216 -0.29157
C: 7.13853 6.00647 -7.91008
O: 7.50383 5.01146 -6.96178
C: 6.83829 3.78255 -7.21163
C: 6.94225 2.79144 -6.09466
N: 6.07832 3.26263 -4.98033
C: 5.56316 2.20222 -4.11280
C: 4.47553 1.31495 -4.63150
O: 5.05100 0.18136 -5.15706
C: 4.21256 -0.63219 -5.93625
H: 7.90933 6.77424 -7.95472
H: 6.14081 6.38243 -7.73332
H: 7.09194 5.53631 -8.92348
H: 7.22201 3.40936 -8.15300
H: 5.76357 3.95254 -7.37703
H: 7.99431 2.89994 -5.82431
H: 6.59617 1.78386 -6.26744
H: 6.51484 4.02251 -4.46990
H: 5.32993 2.65149 -3.15251
H: 6.33423 1.50144 -3.84518
H: 3.87286 1.83481 -5.34158
H: 3.71648 1.05037 -3.86264
H: 3.37662 -0.94398 -5.30656
H: 4.73318 -1.49968 -6.34969
H: 3.82339 -0.02321 -6.74667
C: 1.48680 2.80850 -2.60684
O: 2.13224 2.00923 -1.62941
C: 3.14490 2.68313 -0.98388
C: 3.79155 1.75729 0.03115
N: 4.94517 2.39767 0.65210
C: 5.09313 2.09151 2.09560
C: 4.18773 3.01571 2.91729
O: 4.50985 2.85293 4.25280
C: 3.61379 3.45007 5.15242
H: 0.84760 3.54162 -2.13774
H: 0.93661 2.14444 -3.22728
H: 2.24215 3.40979 -3.17711
H: 2.77996 3.55420 -0.47574
H: 3.89964 3.07082 -1.66983
H: 4.11765 0.90083 -0.52193
H: 3.14893 1.40332 0.82632
H: 5.78623 2.14387 0.19481
H: 6.16553 2.28377 2.38405
H: 4.83140 1.05892 2.28314
H: 3.13678 2.85683 2.71185
H: 4.46798 4.01876 2.57199
H: 2.56608 3.10062 4.97011
H: 3.59928 4.56612 5.14681
H: 3.99500 3.14646 6.13756
C: 4.58116 -2.38193 4.23424
O: 3.88108 -3.33638 5.04679
C: 2.69480 -2.69625 5.65389
C: 3.10652 -1.62625 6.61058
N: 3.97433 -2.08888 7.64197
C: 4.42760 -1.06770 8.54027
C: 5.35426 -0.01546 7.97122
O: 6.03660 -0.56238 6.89855
C: 6.92965 0.29822 6.19988
H: 3.83836 -1.82369 3.65349
H: 5.16186 -2.92766 3.47492
H: 5.32247 -1.81852 4.80369
H: 2.13789 -3.44725 6.14797
H: 2.06434 -2.23102 4.86908
H: 2.18586 -1.36397 7.12041
H: 3.45557 -0.85872 5.90398
H: 4.80323 -2.49735 7.23999
H: 4.95158 -1.52761 9.47146
H: 3.55073 -0.64258 8.94636
H: 5.96930 0.28207 8.79866
H: 4.76031 0.82935 7.54278
H: 7.16058 -0.18178 5.25084
H: 7.80820 0.42610 6.82875
H: 6.43371 1.26914 6.01642

=====

2.
Entry from OMol25: a structure of composition C40H41CoN3O2P2S at a distorted geometry (ωB97M-V with the def2-TZVPD basis set).

Summary:
- 2S+1 = 4
- calculated total energy (Ha) = -4326.75174
- HOMO (spin up / spin down) (eV) = -12.350 / -12.350
- expectation value of S² = 3.761
- Kohn-Sham gap (spin up / spin down) (eV) = 6.9 / 6.3
- net charge = +2

Atoms and positions in Å:
Co: 0.97747 -0.83082 -0.50273
O: 6.97422 0.48421 1.77203
C: 6.09960 0.23991 2.79626
C: 4.71255 -0.12408 2.20701
C: 3.52995 0.11767 2.78036
C: 2.38923 -0.09119 2.06902
N: 2.41882 -0.69177 0.89083
C: 3.56522 -1.06690 0.35237
C: 4.77143 -0.75865 0.94830
C: 3.45766 -1.92570 -0.90444
C: 4.54479 -2.67031 -1.28428
C: 4.52988 -3.49945 -2.39955
C: 5.71892 -4.31218 -2.74309
O: 6.92613 -3.69529 -2.13421
C: 3.30074 -3.59692 -3.12144
C: 2.28819 -2.73625 -2.68606
N: 2.27615 -1.98864 -1.58293
H: 7.59506 1.30346 1.74779
H: 5.94239 1.02648 3.50833
H: 6.48879 -0.59162 3.40245
H: 3.37812 0.46814 3.79508
H: 1.38575 0.24651 2.37820
H: 5.74035 -0.98117 0.43943
H: 5.47688 -2.63308 -0.73970
H: 5.81573 -4.37675 -3.83819
H: 5.58736 -5.30952 -2.31809
H: 7.63770 -4.32133 -2.36533
H: 3.15385 -4.19730 -3.99824
H: 1.34999 -2.75049 -3.20555
C: -5.05147 4.38166 2.64732
S: -5.34961 2.56855 2.62415
C: -4.86890 2.03381 0.92863
C: -3.38410 1.97575 0.55816
C: -3.13157 0.84743 -0.42944
N: -1.76678 0.41445 -0.29997
P: -0.36080 1.26494 -0.71126
C: 0.24358 2.34911 0.63443
C: -0.04135 2.36592 2.01913
C: 0.64664 3.20632 2.91261
C: 1.62585 4.08179 2.47932
C: 1.89276 4.11243 1.09533
C: 1.23585 3.30157 0.20225
C: -0.96562 2.31596 -2.06491
C: -1.03144 1.74392 -3.34592
C: -1.59801 2.43232 -4.41088
C: -2.22536 3.64347 -4.19342
C: -2.20021 4.22128 -2.91252
C: -1.52970 3.55796 -1.86253
P: -1.35594 -1.23271 0.02348
C: -1.91703 -1.59986 1.66729
C: -2.92904 -0.88782 2.31876
C: -3.37901 -1.33859 3.58380
C: -2.86254 -2.46645 4.13775
C: -1.75992 -3.12397 3.49863
C: -1.29662 -2.65504 2.32515
C: -2.18313 -2.26953 -1.15356
C: -2.76986 -3.52228 -0.93844
C: -3.18244 -4.32327 -1.97702
C: -3.11079 -3.86631 -3.28841
C: -2.61424 -2.61028 -3.52166
C: -2.18228 -1.82771 -2.50042
H: -5.10152 4.76577 3.71862
H: -5.80061 4.86936 2.01661
H: -3.99348 4.60693 2.26018
H: -5.45808 2.60811 0.21671
H: -5.29809 1.01619 0.90247
H: -2.81047 1.91170 1.53387
H: -3.00184 2.97498 0.15003
H: -3.32939 1.09959 -1.45846
H: -3.74559 0.04814 -0.09963
H: -0.80840 1.78841 2.43870
H: 0.47732 3.28052 3.96927
H: 2.09007 4.84809 3.16321
H: 2.57299 4.82340 0.70400
H: 1.51998 3.37646 -0.84454
H: -0.67819 0.68895 -3.45598
H: -1.55865 1.94367 -5.37313
H: -2.62889 4.20469 -5.00783
H: -2.60959 5.22418 -2.83555
H: -1.36816 4.09454 -0.86558
H: -3.41351 -0.05891 1.85730
H: -4.26990 -0.95383 3.97182
H: -3.18002 -2.90460 5.08407
H: -1.40718 -4.02271 3.97791
H: -0.46857 -3.19799 1.76895
H: -2.88705 -3.92103 0.06408
H: -3.57754 -5.34005 -1.84269
H: -3.45050 -4.50404 -4.07051
H: -2.59261 -2.23878 -4.54107
H: -1.85240 -0.86354 -2.71233